No. 1
{"formula": "C4H9BrN2S", "method": "ωB97M-V/def2-TZVPD", "elements": ["C", "C", "C", "C", "N", "N", "S", "Br", "H", "H", "H", "H", "H", "H", "H", "H", "H"], "xyz": [[-1.930022, 0.500211, -1.002099], [1.293501, 1.558146, 1.674104], [0.442554, -2.147966, 0.591830], [0.384854, 1.475758, 0.555070], [-2.973206, -0.191753, -0.889555], [0.792626, -1.116731, -0.384359], [-1.206847, 0.945150, 0.614103], [2.586691, -1.210123, -0.675998], [-1.403205, 0.590777, -1.941979], [0.833848, 1.338823, 2.633465], [2.078888, 0.705476, 1.443411], [1.867661, 2.596981, 1.824984], [0.526471, -1.718556, 1.676572], [-0.622092, -2.149827, 0.496773], [0.849660, -3.115264, 0.470789], [0.819112, 1.491626, -0.408838], [-3.323490, -0.715164, -1.717952]], "forces_ev_per_angstrom": [[0.7, -1.1, 0.5], [2.7, 0.1, 0.9], [-1.2, 2.9, 1.6], [-0.2, 0.1, -1.6], [-0.6, -0.7, 0.1], [0.3, -0.8, 0.3], [-1.9, 0.1, 0.5], [0.7, 0.2, -0.3], [0.6, 0.6, 0.0], [-0.1, -0.1, 0.1], [-0.9, 1.7, 0.8], [-1.2, -2.2, -0.6], [0.5, -0.8, -1.6], [-1.0, -0.6, -0.1], [0.8, -0.9, -0.1], [0.4, 0.3, -0.9], [0.5, 1.2, 0.4]], "energy_ev": -88146.4043, "homo_energy_ev": [-9.15, -6.63], "gap_ev": [9.60, 5.74], "e_above_lowest_kj_mol": 334.3}

No. 2
{"formula": "C4H9BrO2S", "method": "ωB97M-V/def2-TZVPD", "elements": ["C", "C", "C", "Br", "S", "C", "O", "O", "H", "H", "H", "H", "H", "H", "H", "H", "H"], "xyz": [[-0.712519, -2.523181, -0.071462], [-0.496025, -1.037266, -0.464750], [0.646395, -0.340235, 0.333352], [2.366317, -1.274756, 0.205273], [0.998775, 1.432780, -0.262518], [-0.406265, 2.419143, 0.340037], [0.970823, 1.329149, -1.698222], [2.202264, 1.914443, 0.339830], [-1.470022, -2.404048, 0.720184], [-1.137647, -2.914462, -0.898127], [0.211379, -3.022121, 0.390796], [-0.389126, -0.858941, -1.472320], [-1.408037, -0.541887, -0.216018], [0.535426, -0.210372, 1.392556], [0.149873, 3.365096, 0.376341], [-1.271281, 2.609960, -0.303690], [-0.790326, 2.056691, 1.288741]], "forces_ev_per_angstrom": [[1.8, 2.5, 3.7], [1.3, -0.1, 3.0], [0.4, 0.9, -1.0], [-0.4, 0.2, -0.2], [-0.8, -2.2, -1.1], [0.6, 0.6, -0.4], [-0.4, 0.4, 0.0], [-0.2, 0.3, 0.7], [0.2, -0.9, -0.1], [-1.1, -2.2, -2.4], [-1.4, 0.5, -1.2], [0.8, 0.1, -2.3], [-0.7, 0.7, 0.3], [-0.6, -0.3, 0.5], [-0.5, 0.0, 0.7], [0.5, -0.7, -0.4], [0.5, 0.2, 0.3]], "energy_ev": -89265.1643, "homo_energy_ev": -10.23, "smiles": "CC[C@@H](Br)S(C)(=O)=O", "gap_ev": 10.72, "e_above_lowest_kj_mol": 68.5}

No. 3
{"formula": "C4H9Cl2", "method": "ωB97M-V/def2-TZVPD", "elements": ["Cl", "Cl", "H", "C", "C", "C", "C", "H", "H", "H", "H", "H", "H", "H", "H"], "xyz": [[-0.999279, 4.083071, -1.586506], [1.663798, 1.275087, -0.423024], [0.672566, 0.036753, 1.290720], [0.805224, -0.118385, 0.219662], [1.703435, -1.361997, -0.001910], [-0.654666, -0.298864, -0.257164], [-1.670339, 0.568687, 0.467469], [2.547601, -1.269311, 0.697677], [1.179629, -2.317283, 0.163754], [2.089592, -1.370705, -1.032819], [-0.654784, -0.135918, -1.348536], [-0.822531, -1.368289, -0.028410], [-2.598614, 0.401440, -0.054579], [-1.837138, 0.257033, 1.494342], [-1.424493, 1.618685, 0.399324]], "forces_ev_per_angstrom": [[0.0, -0.1, 0.0], [-0.1, 0.8, -0.3], [0.5, 0.2, 0.1], [-0.8, -1.6, 0.7], [0.0, 0.4, -0.1], [1.4, -0.3, -0.2], [0.0, -0.5, -0.7], [-0.1, -0.3, -0.4], [0.1, 0.5, 0.1], [-0.1, 0.0, 0.3], [-0.3, -0.2, 0.3], [-0.4, 0.4, -0.4], [-0.6, 0.2, -0.1], [0.3, 0.1, 0.2], [0.1, 0.3, 0.1]], "energy_ev": -29337.2474, "homo_energy_ev": [-10.55, -10.54], "gap_ev": [11.62, 6.65], "e_above_lowest_kj_mol": 26.4, "spin_multiplicity": 2}